A 2-piece molecular cluster, CH2ClN2O3S overall at a distorted geometry. Source: the Open Molecules 2025 dataset; level of theory: ωB97M-V/def2-TZVPD.

The geometry in XYZ format:
```
10
Properties=species:S:1:pos:R:3:forces:R:3
C -1.101032 0.158112 0.288340 -0.999 -1.030 -0.919
N -2.966310 -1.216681 0.752471 0.627 -0.077 0.287
N -0.301612 -0.551803 -0.493952 -0.519 0.817 1.407
O -2.932978 1.977281 -0.738783 0.151 -0.172 0.678
O -1.246572 1.072825 -2.263257 -0.134 1.133 2.920
O -0.588079 2.608564 -0.375126 0.223 0.257 0.008
S -1.534510 1.612000 -0.839803 0.559 -0.491 -2.880
Cl -4.074905 -0.674382 -0.272433 -0.465 -0.047 -0.279
H -0.165013 -1.518132 -0.648909 0.094 -1.132 1.276
H -0.041831 -0.035763 -1.277683 0.463 0.742 -2.498
```
Positions in Å, forces in eV/Å.

Results
HOMO energy (spin up / spin down)	-0.1546 / -0.1681	Ha
ΔE to the lowest compared entry with this formula, charge and spin	6.6207	eV
gap between HOMO and LUMO (spin up / spin down)	7.285 / 7.387	eV
multiplicity	1
M	157.6	Da
net charge	-1
E_LUMO (spin up / spin down)	3.079 / 2.813	eV

---

A 2-piece molecular cluster, C2H2ClI overall at a distorted geometry. Source: the Open Molecules 2025 dataset; level of theory: ωB97M-V/def2-TZVPD.

The geometry in XYZ format:
```
6
Properties=species:S:1:pos:R:3:forces:R:3
C -0.315134 0.952115 0.298684 0.729 -0.205 0.583
C -1.393734 1.128656 0.776468 -1.287 0.210 -0.875
Cl -3.022358 1.380377 0.787358 -0.012 0.031 0.529
H 0.693324 0.732316 0.112099 0.559 -0.025 -0.236
I 1.748052 -2.805584 -1.309800 0.267 0.731 0.330
H 2.289850 -1.387880 -0.664809 -0.255 -0.742 -0.331
```
Positions in Å, forces in eV/Å.

Results
HOMO energy	-0.3737	Ha
ΔE to the lowest compared entry with this formula, charge and spin	1.5575	eV
gap between HOMO and LUMO	10.470	eV
multiplicity	1
M	188.4	Da
structure (SMILES)	C#CCl.I
net charge	0
E_LUMO	0.299	eV

---

C22H39N3O5SSbSe4SiTc as an isolated structure. Source: the Open Molecules 2025 dataset; level of theory: ωB97M-V/def2-TZVPD.

The geometry in XYZ format:
```
77
Properties=species:S:1:pos:R:3:forces:R:3
Tc -1.979287 0.466517 0.402497 -0.433 -0.079 0.016
C -4.240520 -4.647402 0.230136 0.000 -0.003 -0.013
N -3.817099 -3.269326 0.006561 -0.030 -0.023 0.087
C -3.539194 -2.695835 -1.300985 -0.151 0.024 0.068
C -3.239736 -1.287670 -0.893989 0.048 0.171 -0.621
O -2.800001 -0.343887 -1.555650 -0.015 -0.077 0.099
N -3.374855 -1.108183 0.442767 0.431 -0.633 0.237
C -3.675752 -2.359612 0.967817 -0.163 0.159 -0.280
N -3.841256 -2.599928 2.236095 0.052 0.176 0.186
H -4.176380 -5.183899 -0.712012 -0.003 0.000 0.002
H -5.271245 -4.684367 0.583444 -0.002 -0.002 0.006
H -3.579074 -5.138831 0.944327 0.002 -0.004 -0.003
H -4.389069 -2.755637 -1.983777 -0.016 -0.010 0.016
H -2.665337 -3.151880 -1.770789 -0.010 0.024 -0.048
H -3.660299 -1.889895 2.957563 -0.086 -0.125 0.003
H -4.076993 -3.524673 2.562232 0.024 0.003 0.018
S -2.818787 2.458257 0.213429 -0.147 0.103 0.023
C -3.153312 2.904591 -1.449872 0.078 0.026 -0.207
C -4.098764 2.268812 -2.256859 0.075 0.128 0.090
C -4.323804 2.749995 -3.534134 -0.010 -0.015 0.031
C -3.622720 3.855936 -3.998004 -0.018 0.010 -0.038
C -2.703873 4.503240 -3.183361 0.019 0.027 0.012
C -2.467621 4.037057 -1.902868 -0.009 -0.125 0.003
H -4.671843 1.439593 -1.877493 -0.028 -0.128 0.040
H -5.056985 2.269826 -4.167450 -0.009 0.003 0.007
H -3.808718 4.227100 -4.996898 0.001 -0.001 0.003
H -2.177631 5.376899 -3.542199 0.003 -0.003 -0.003
H -1.760185 4.540170 -1.256031 0.006 0.005 0.000
C 4.094976 -0.200811 -1.646234 -0.006 -0.004 0.022
C 2.940920 0.516315 -2.327218 -0.043 -0.047 -0.100
C 2.295153 -0.367905 -3.380431 -0.010 0.003 0.008
C 3.381333 1.846553 -2.908829 0.000 0.004 0.016
O 1.901711 0.841989 -1.349321 0.066 0.113 0.132
Si 1.321603 0.182096 -0.026055 0.242 -0.255 -0.137
O -0.395259 0.364282 -0.278629 0.221 0.213 0.060
O 1.617097 0.915191 1.370565 -0.124 0.052 0.045
C 2.107874 2.259445 1.677925 0.102 0.081 -0.007
C 3.580163 2.324617 1.307144 -0.019 0.024 -0.018
C 1.924877 2.428835 3.172783 -0.074 0.005 -0.017
C 1.297054 3.285120 0.897872 -0.009 -0.030 -0.024
O 1.436262 -1.409481 0.069153 0.057 -0.088 -0.205
C 1.813645 -2.466605 0.976094 0.002 0.010 0.095
C 0.574978 -2.812329 1.807216 -0.074 0.072 -0.016
C 2.969929 -2.014568 1.856799 -0.027 0.098 -0.041
C 2.221907 -3.643247 0.106080 -0.013 -0.036 0.049
H 4.889645 -0.376909 -2.370899 0.006 -0.008 0.004
H 3.776202 -1.168204 -1.255906 -0.003 -0.003 0.006
H 4.511275 0.395928 -0.833474 -0.005 0.003 -0.003
H 3.027319 -0.647041 -4.138161 0.000 0.006 -0.005
H 1.475789 0.158988 -3.869758 -0.009 -0.007 0.007
H 1.909652 -1.281050 -2.922705 0.009 -0.007 -0.008
H 4.132069 1.686518 -3.682388 -0.002 -0.001 -0.004
H 3.817117 2.481324 -2.136240 0.007 0.002 -0.008
H 2.532220 2.366555 -3.352007 0.000 0.001 -0.001
H 4.148427 1.567900 1.848981 0.000 -0.009 -0.004
H 3.983010 3.305432 1.560835 0.007 -0.004 0.014
H 3.710229 2.175689 0.235521 0.006 0.006 0.007
H 2.473850 1.659235 3.715615 -0.021 -0.024 0.009
H 0.868527 2.368162 3.443539 -0.001 -0.015 0.008
H 2.287268 3.405817 3.491943 0.032 -0.001 -0.015
H 1.538765 3.250691 -0.165988 -0.028 -0.024 0.000
H 1.508949 4.288912 1.265993 0.032 0.000 -0.022
H 0.227588 3.101279 1.025150 -0.016 0.028 0.043
H 0.037480 -1.892956 2.068217 0.081 -0.025 0.044
H 0.845991 -3.324622 2.731147 0.004 -0.061 -0.028
H -0.102316 -3.463574 1.249350 -0.016 0.046 -0.038
H 2.708974 -1.114740 2.414461 -0.009 -0.043 0.025
H 3.849578 -1.802806 1.247417 -0.005 0.017 -0.018
H 3.233847 -2.803825 2.561170 0.007 -0.019 -0.008
H 1.424838 -3.890795 -0.596204 0.003 0.002 0.008
H 2.422111 -4.517358 0.727120 0.012 0.000 -0.005
H 3.124175 -3.412110 -0.458926 0.003 0.009 -0.003
Se 1.144403 -1.214232 5.118653 0.258 -0.121 -0.236
Sb -1.112856 -0.379996 4.607376 -0.622 -0.362 -0.046
Se -1.648348 1.150309 2.564834 0.286 0.354 0.401
Se 0.333341 0.801869 6.199639 0.017 0.357 0.221
Se -3.172979 -1.380833 5.216292 0.067 0.058 0.062
```
Positions in Å, forces in eV/Å.

Results
HOMO energy (spin up / spin down)	-0.4989 / -0.4989	Ha
ΔE to the lowest compared entry with this formula, charge and spin	0.0000	eV
gap between HOMO and LUMO (spin up / spin down)	5.383 / 5.336	eV
multiplicity	1
M	1021.3	Da
net charge	+2
E_LUMO (spin up / spin down)	-8.192 / -8.239	eV